# 1
C18H12IrN5O3SSe as an isolated structure, computed with the ωB97M-V functional and the def2-TZVPD basis.

## Properties
HOMO (spin up / spin down), Ha: -0.152 / -0.148
Energy relative to the best compared isomer or geometry (same formula, charge and spin), eV: 0.149
Lowest unoccupied orbital energy (spin up / spin down), eV: 2.4 / 2.0
Orbital gap (spin up / spin down), eV: 6.58 / 5.99
⟨S²⟩: 0.75
Total charge: -1
Multiplicity: 2

CARTESIAN COORDINATES (ANGSTROEM)
Ir1 -0.77 0.39 -0.25
O1 -1.22 0.22 -4.32
C1 -0.96 0.43 -3.13
N1 -1.52 -0.08 -2.03
C2 -2.56 -1.02 -1.93
C3 -3.17 -1.63 -3.02
C4 -4.20 -2.54 -2.81
C5 -4.62 -2.84 -1.52
C6 -4.02 -2.24 -0.43
C7 -2.99 -1.33 -0.62
N2 -2.31 -0.67 0.43
C8 -2.64 -0.59 1.72
O2 -3.60 -1.08 2.31
C9 -1.59 0.18 2.49
C10 -1.76 0.42 3.84
C11 -0.77 1.09 4.53
C12 0.38 1.48 3.85
C13 0.48 1.21 2.50
N3 -0.49 0.59 1.83
C14 0.12 1.43 -2.77
C15 0.67 2.23 -3.75
C16 1.60 3.19 -3.40
C17 1.96 3.32 -2.06
C18 1.37 2.48 -1.14
N4 0.47 1.55 -1.48
H1 -2.84 -1.38 -4.01
H2 -4.67 -3.02 -3.66
H3 -5.42 -3.56 -1.37
H4 -4.35 -2.45 0.58
H5 -2.67 0.07 4.30
H6 -0.88 1.31 5.59
H7 1.19 2.00 4.36
H8 1.36 1.48 1.93
H9 0.34 2.08 -4.77
H10 2.04 3.84 -4.15
H11 2.68 4.05 -1.73
H12 1.61 2.53 -0.08
O3 -3.70 3.00 1.55
S1 -3.03 3.06 0.24
N5 -1.93 2.17 -0.12
Se1 0.79 -1.43 -0.36

---

# 2
An isolated ion of composition C33H66Br2N and charge +1, computed with the ωB97M-V functional and the def2-TZVPD basis.

## Properties
HOMO, Ha: -0.433
Lowest unoccupied orbital energy, eV: -3.2
Orbital gap, eV: 8.59
Total charge: +1
Multiplicity: 1

CARTESIAN COORDINATES (ANGSTROEM)
C1 6.53 1.35 1.89
C2 5.54 0.32 2.74
C3 6.18 -1.20 2.63
C4 5.09 -2.33 2.16
C5 4.31 -1.96 0.74
C6 3.82 -3.36 0.00
C7 3.04 -3.09 -1.44
C8 2.79 -4.56 -2.12
C9 1.48 -4.64 -3.12
C10 0.17 -5.41 -2.40
C11 -0.07 -4.60 -0.98
C12 -1.51 -4.91 -0.27
C13 -2.15 -3.59 0.53
C14 -0.98 -2.72 1.28
C15 -1.57 -1.40 2.13
C16 -2.63 -0.64 1.19
C17 -2.86 1.00 1.50
C18 -1.51 1.75 2.02
C19 -0.14 1.59 1.21
C20 -0.12 0.99 -0.29
C21 1.46 1.05 -0.82
C22 2.02 2.56 -1.09
C23 1.10 3.49 -2.08
C24 1.95 4.16 -3.34
C25 1.42 3.56 -4.80
C26 -0.04 4.16 -5.25
C27 -3.82 0.92 2.87
C28 -5.42 0.87 2.57
C29 -5.87 0.55 1.05
C30 -4.82 0.87 -0.14
N1 -3.54 1.62 0.30
C31 -3.66 3.10 0.23
Br1 -2.03 4.08 -0.51
C32 -4.17 3.96 1.50
C33 -5.82 4.14 1.45
Br2 -3.47 5.85 1.18
H1 7.62 0.93 1.75
H2 6.08 1.50 0.79
H3 6.63 2.40 2.43
H4 5.64 0.66 3.87
H5 4.42 0.37 2.41
H6 7.08 -1.18 1.86
H7 6.57 -1.51 3.70
H8 5.62 -3.37 1.98
H9 4.34 -2.48 3.05
H10 5.02 -1.37 0.02
H11 3.36 -1.33 1.02
H12 3.07 -3.93 0.71
H13 4.80 -3.96 -0.23
H14 3.72 -2.45 -2.16
H15 2.05 -2.52 -1.16
H16 2.66 -5.37 -1.26
H17 3.77 -4.84 -2.73
H18 1.81 -5.16 -4.12
H19 1.21 -3.52 -3.40
H20 0.36 -6.56 -2.26
H21 -0.78 -5.17 -3.08
H22 0.07 -3.44 -1.25
H23 0.76 -4.95 -0.20
H24 -1.52 -5.88 0.40
H25 -2.29 -5.12 -1.15
H26 -2.77 -3.01 -0.27
H27 -2.83 -4.06 1.39
H28 -0.15 -2.29 0.59
H29 -0.43 -3.39 2.11
H30 -2.11 -1.84 3.07
H31 -0.62 -0.82 2.48
H32 -3.69 -1.16 1.38
H33 -2.46 -0.74 0.02
H34 -1.32 1.34 3.13
H35 -1.69 2.92 2.19
H36 0.60 0.93 1.87
H37 0.39 2.66 1.17
H38 -0.74 1.54 -1.11
H39 -0.40 -0.17 -0.39
H40 2.10 0.60 0.08
H41 1.58 0.31 -1.73
H42 3.08 2.45 -1.63
H43 2.27 3.11 -0.05
H44 0.74 4.42 -1.42
H45 0.21 2.91 -2.57
H46 1.66 5.32 -3.38
H47 3.10 4.02 -3.18
H48 2.23 3.89 -5.59
H49 1.37 2.39 -4.76
H50 -0.79 4.28 -4.34
H51 -0.57 3.46 -6.05
H52 0.05 5.25 -5.71
H53 -3.57 -0.06 3.50
H54 -3.57 1.81 3.63
H55 -5.88 0.00 3.25
H56 -5.88 1.86 3.04
H57 -6.88 1.12 0.83
H58 -6.15 -0.61 0.98
H59 -4.56 -0.15 -0.70
H60 -5.43 1.47 -0.97
H61 -2.88 1.37 -0.50
H62 -4.45 3.35 -0.64
H63 -3.75 3.68 2.54
H64 -6.30 4.03 2.51
H65 -6.09 5.20 1.01
H66 -6.22 3.33 0.70

---

# 3
A single C4H8O3 molecule, computed with the ωB97M-V functional and the def2-TZVPD basis.

## Properties
HOMO, Ha: -0.393
Energy relative to the best compared isomer or geometry (same formula, charge and spin), eV: 1.029
Lowest unoccupied orbital energy, eV: 0.8
Orbital gap, eV: 11.53
Multiplicity: 1

CARTESIAN COORDINATES (ANGSTROEM)
C1 -0.36 0.78 1.68
C2 1.01 0.79 1.02
O1 1.09 -0.34 0.13
C3 0.38 -0.18 -1.00
O2 0.37 0.83 -1.68
C4 -0.54 -1.35 -1.25
O3 -1.24 -1.23 -2.44
H1 -1.16 0.92 0.94
H2 -0.53 -0.17 2.19
H3 -0.45 1.60 2.40
H4 1.81 0.64 1.75
H5 1.19 1.71 0.46
H6 0.02 -2.29 -1.22
H7 -1.20 -1.35 -0.36
H8 -1.17 -0.29 -2.70

---

# 4
A 2-piece molecular cluster, C24H50F3NO3 overall, computed with the ωB97M-V functional and the def2-TZVPD basis.

## Properties
HOMO, Ha: -0.184
Lowest unoccupied orbital energy, eV: -1.6
Orbital gap, eV: 3.39
Multiplicity: 1

CARTESIAN COORDINATES (ANGSTROEM)
C1 5.84 -2.08 0.69
C2 5.09 -1.09 1.59
C3 5.09 0.32 1.00
C4 4.42 1.40 1.86
C5 2.91 1.16 2.03
C6 2.12 1.27 0.72
C7 2.38 2.55 -0.08
C8 1.22 2.91 -1.03
C9 -0.06 3.31 -0.27
C10 -1.35 2.81 -0.94
N1 -2.38 2.45 0.09
C11 -3.77 2.23 -0.45
C12 -4.72 1.67 0.61
C13 -5.90 2.60 0.95
C14 -7.00 1.84 1.71
C15 -7.99 1.14 0.75
C16 -8.83 0.07 1.45
C17 -9.56 -0.96 0.56
C18 -8.85 -1.50 -0.69
C19 -7.55 -2.27 -0.42
O1 -6.36 -1.53 -0.66
C20 -6.12 -1.29 -2.03
H1 6.91 -1.86 0.65
H2 5.47 -2.05 -0.34
H3 5.75 -3.12 1.03
H4 5.56 -1.04 2.58
H5 4.06 -1.44 1.73
H6 6.14 0.61 0.81
H7 4.61 0.29 0.01
H8 4.89 1.41 2.85
H9 4.59 2.39 1.42
H10 2.77 0.15 2.43
H11 2.49 1.85 2.78
H12 1.05 1.19 0.95
H13 2.35 0.41 0.09
H14 3.28 2.42 -0.69
H15 2.59 3.40 0.58
H16 1.51 3.74 -1.69
H17 1.02 2.04 -1.67
H18 -0.11 4.40 -0.18
H19 -0.02 2.90 0.74
H20 -1.17 1.90 -1.53
H21 -1.81 3.55 -1.59
H22 -2.09 1.60 0.57
H23 -2.41 3.18 0.79
H24 -4.10 3.22 -0.81
H25 -3.66 1.57 -1.30
H26 -4.17 1.45 1.54
H27 -5.11 0.71 0.27
H28 -6.31 3.01 0.01
H29 -5.55 3.46 1.54
H30 -7.53 2.52 2.37
H31 -6.52 1.08 2.34
H32 -7.43 0.69 -0.08
H33 -8.64 1.91 0.32
H34 -8.21 -0.45 2.19
H35 -9.60 0.59 2.04
H36 -9.78 -1.83 1.20
H37 -10.54 -0.57 0.26
H38 -8.65 -0.69 -1.41
H39 -9.55 -2.17 -1.19
H40 -7.51 -3.19 -1.03
H41 -7.50 -2.57 0.63
H42 -5.11 -1.64 -2.28
H43 -6.84 -1.82 -2.67
H44 -6.19 -0.22 -2.26
C21 10.47 -2.10 -2.39
C22 9.55 -3.22 -2.87
O2 9.56 -4.39 -2.09
C23 8.59 -4.42 -0.98
O3 7.43 -3.91 -1.21
C24 9.26 -3.79 0.28
F1 10.59 -4.05 0.43
F2 8.67 -4.28 1.40
F3 9.15 -2.44 0.38
H45 11.43 -2.52 -2.08
H46 10.64 -1.39 -3.20
H47 10.05 -1.56 -1.54
H48 9.89 -3.53 -3.87
H49 8.52 -2.86 -2.97
H50 8.64 -5.51 -0.74

---

# 5
C33H25N4O5Pt as an isolated structure, computed with the ωB97M-V functional and the def2-TZVPD basis.

## Properties
HOMO (spin up / spin down), Ha: -0.347 / -0.345
Lowest unoccupied orbital energy (spin up / spin down), eV: -3.4 / -6.8
Orbital gap (spin up / spin down), eV: 6.06 / 2.57
⟨S²⟩: 6.03
Total charge: +1
Multiplicity: 5

CARTESIAN COORDINATES (ANGSTROEM)
Pt1 -0.11 -0.10 -0.09
C1 -0.42 2.56 3.36
C2 -0.06 1.52 2.35
N1 -0.62 1.52 1.15
N2 -1.50 2.32 0.66
C3 -1.83 2.12 -0.62
O1 -1.20 1.25 -1.32
C4 -2.89 2.89 -1.26
C5 -3.53 3.98 -0.68
C6 -4.50 4.66 -1.40
C7 -4.82 4.27 -2.69
C8 -4.18 3.18 -3.27
C9 -3.22 2.50 -2.57
C10 0.90 0.51 2.61
C11 1.52 0.33 3.87
C12 2.42 -0.68 4.06
C13 2.71 -1.55 3.00
C14 2.10 -1.34 1.79
N3 1.24 -0.34 1.57
H1 -1.14 3.25 2.94
H2 -0.89 2.06 4.22
H3 0.45 3.10 3.71
H4 -3.28 4.30 0.32
H5 -5.01 5.50 -0.97
H6 -5.58 4.81 -3.25
H7 -4.43 2.87 -4.28
H8 -2.70 1.66 -3.00
H9 1.26 1.01 4.67
H10 2.89 -0.82 5.02
H11 3.40 -2.38 3.13
H12 2.29 -1.98 0.94
C15 3.83 0.63 -2.45
C16 3.66 -0.22 -3.54
C17 2.52 -0.99 -3.62
C18 1.56 -0.90 -2.61
N4 1.75 -0.09 -1.57
C19 2.85 0.65 -1.48
C20 0.31 -1.66 -2.60
C21 -0.09 -2.52 -3.64
C22 -1.31 -3.16 -3.60
C23 -2.17 -2.97 -2.53
C24 -1.79 -2.14 -1.49
C25 -0.56 -1.52 -1.51
H13 4.71 1.25 -2.35
H14 4.42 -0.28 -4.31
H15 2.38 -1.65 -4.46
H16 2.94 1.27 -0.60
H17 0.57 -2.68 -4.48
H18 -1.60 -3.80 -4.42
H19 -3.13 -3.46 -2.51
H20 -2.46 -1.97 -0.66
O2 -1.57 -0.43 3.40
C26 -1.59 -1.39 2.65
O3 -1.37 -1.44 1.42
C27 -1.90 -2.77 3.24
C28 -1.42 -3.91 2.61
C29 -1.65 -5.18 3.14
C30 -2.39 -5.24 4.30
O4 -2.76 -6.33 5.02
C31 -3.52 -5.85 6.10
O5 -3.58 -4.45 6.03
C32 -2.90 -4.09 4.92
C33 -2.66 -2.83 4.41
H21 -0.87 -3.80 1.69
H22 -1.26 -6.07 2.67
H23 -3.06 -6.16 7.05
H24 -4.54 -6.27 6.05
H25 -3.02 -1.94 4.89

---

# 6
An isolated ion of composition C5H10ClN3O2 and charge +2, computed with the ωB97M-V functional and the def2-TZVPD basis.

## Properties
HOMO (spin up / spin down), Ha: -0.662 / -0.662
Energy relative to the best compared isomer or geometry (same formula, charge and spin), eV: 1.462
Lowest unoccupied orbital energy (spin up / spin down), eV: -9.6 / -9.6
Orbital gap (spin up / spin down), eV: 8.43 / 8.43
Total charge: +2
Multiplicity: 1

CARTESIAN COORDINATES (ANGSTROEM)
C1 1.11 -1.30 0.37
C2 -1.02 -2.38 -0.37
C3 -1.69 -0.07 -0.09
C4 -1.62 2.34 -0.07
C5 2.79 1.23 0.11
N1 0.78 -0.13 0.00
N2 0.14 -2.31 0.19
N3 -1.62 -1.26 -0.75
O1 -1.71 1.02 -0.72
O2 1.40 1.02 -0.20
Cl1 -2.02 -0.17 1.59
H1 2.07 -1.79 0.68
H2 -1.43 -3.33 -0.82
H3 -1.79 3.06 -0.81
H4 -0.46 2.32 0.15
H5 -2.26 2.41 0.86
H6 2.92 2.29 0.36
H7 3.52 0.92 -0.65
H8 2.83 0.69 1.12
H9 0.49 -3.26 0.50
H10 -2.41 -1.30 -1.43

---

# 7
A single C3H6N2O2 molecule, computed with the ωB97M-V functional and the def2-TZVPD basis.

## Properties
HOMO, Ha: -0.361
Energy relative to the best compared isomer or geometry (same formula, charge and spin), eV: 1.229
Lowest unoccupied orbital energy, eV: 0.8
Orbital gap, eV: 10.62
Multiplicity: 1

CARTESIAN COORDINATES (ANGSTROEM)
N1 1.29 1.05 -0.31
C1 0.74 1.02 0.93
O1 1.15 1.67 1.87
C2 -0.47 0.10 1.10
O2 -0.28 -1.23 0.61
C3 -0.60 -1.48 -0.66
N2 -0.89 -0.58 -1.51
H1 2.01 1.74 -0.47
H2 0.74 0.71 -1.10
H3 -1.35 0.55 0.61
H4 -0.65 0.01 2.17
H5 -0.55 -2.56 -0.84
H6 -1.13 -1.00 -2.40

---

# 8
A 40-piece molecular cluster, H80O40 overall, computed with the ωB97M-V functional and the def2-TZVPD basis.

## Properties
HOMO, Ha: -0.395
Energy relative to the best compared isomer or geometry (same formula, charge and spin), eV: 11.319
Lowest unoccupied orbital energy, eV: -0.6
Orbital gap, eV: 10.20
Multiplicity: 1

CARTESIAN COORDINATES (ANGSTROEM)
H1 -3.31 -1.00 3.81
H2 -3.43 -2.27 4.79
O1 -3.33 -1.32 4.71
H3 2.71 0.45 -2.75
H4 2.96 0.97 -4.03
O2 3.22 0.14 -3.53
H5 4.49 -3.02 2.75
H6 3.49 -3.03 3.81
O3 4.42 -3.11 3.69
H7 -2.16 0.30 1.88
H8 -3.51 0.73 1.49
O4 -3.13 0.02 1.99
H9 2.94 4.96 3.71
H10 1.57 4.37 4.36
O5 2.03 4.81 3.67
H11 6.82 1.20 0.49
O6 5.92 0.84 0.50
H12 -3.57 4.21 -1.62
O7 -2.68 4.23 -1.15
H13 0.55 1.44 4.48
H14 0.42 0.58 3.18
O8 -0.07 0.99 3.86
H15 -0.20 -0.80 -0.19
H16 -1.68 -0.93 0.42
O9 -0.90 -1.43 0.16
H17 -2.38 1.48 -0.92
H18 -2.40 0.92 -2.46
O10 -2.37 0.75 -1.52
H19 0.29 3.92 -3.94
H20 1.71 4.36 -3.70
O11 1.19 3.80 -4.23
H21 0.10 -4.46 -5.11
O12 0.29 -3.51 -5.01
H22 5.49 -2.14 0.33
H23 4.41 -2.41 -0.38
O13 4.57 -2.00 0.51
H24 0.35 0.67 -5.35
H25 0.77 -0.62 -5.69
O14 0.56 0.20 -6.18
H26 -0.69 2.41 1.68
H27 -1.75 2.51 2.74
O15 -1.60 2.11 1.87
H28 -0.89 -5.60 2.41
H29 -0.61 -4.08 2.44
O16 -0.45 -4.94 1.86
H30 1.65 3.91 1.38
H31 1.90 2.72 0.70
O17 1.09 3.30 0.84
H32 3.31 0.29 -0.63
H33 3.50 -1.09 -1.10
O18 2.87 -0.51 -0.72
H34 2.08 0.24 4.16
O19 2.26 1.19 4.44
H35 -1.35 -1.59 -1.98
H36 -0.76 -2.79 -2.64
O20 -1.37 -2.02 -2.86
H37 0.16 1.89 -0.45
O21 -0.27 2.32 -1.18
H38 2.13 -3.00 -0.30
H39 1.88 -4.40 0.01
O22 1.88 -3.84 -0.75
H40 -5.19 2.65 -1.96
H41 -5.13 1.52 -0.87
O23 -5.70 2.03 -1.46
H42 -6.14 1.86 0.23
H43 -5.14 2.00 1.64
O24 -5.90 2.26 1.12
H44 -1.85 6.05 2.32
H45 -1.58 4.65 2.01
O25 -2.31 5.25 2.04
H46 0.28 -2.70 0.85
H47 1.60 -2.01 1.54
O26 0.85 -2.57 1.67
H48 3.91 2.39 3.44
H49 4.72 3.60 3.74
O27 3.87 3.37 3.38
H50 2.25 -3.24 -4.63
H51 1.77 -2.48 -3.24
O28 2.43 -2.96 -3.71
H52 -3.31 -4.15 2.26
H53 -2.70 -2.67 2.33
O29 -2.83 -3.52 2.76
H54 2.26 2.74 -0.95
H55 3.42 2.39 0.06
O30 2.90 2.08 -0.72
H56 -2.32 -4.10 -0.09
H57 -2.69 -2.61 -0.37
O31 -2.75 -3.35 0.27
H58 -1.74 -0.43 -3.80
O32 -2.30 0.31 -3.99
H59 4.70 -2.09 -3.08
H60 3.73 -2.89 -2.48
O33 4.63 -2.46 -2.15
H61 2.74 1.09 5.26
H62 5.96 0.70 -0.45
H63 -0.97 2.92 -1.19
H64 -2.81 5.21 -1.14
H65 -0.47 -3.10 -4.63
H66 -3.24 0.04 -4.11
O34 -2.44 3.31 -4.70
H67 -3.11 2.99 -4.08
H68 -1.63 2.86 -4.87
O35 0.52 0.01 -2.58
H69 -0.23 0.30 -2.01
H70 1.28 0.32 -2.12
O36 -5.04 -1.56 -1.22
H71 -5.53 -1.80 -2.02
H72 -4.29 -2.24 -1.28
O37 -0.95 -4.76 -2.18
H73 -1.15 -4.48 -1.25
H74 0.00 -4.63 -2.27
O38 1.29 -1.86 4.04
H75 0.53 -1.45 3.64
H76 0.91 -2.18 4.84
O39 -2.39 1.85 5.11
H77 -2.00 1.09 4.68
H78 -3.20 1.39 5.45
O40 1.40 0.33 1.21
H79 2.38 0.45 1.42
H80 1.42 -0.09 0.33

---

# 9
A 3-piece molecular cluster, C5H12O2 overall, computed with the ωB97M-V functional and the def2-TZVPD basis.

## Properties
HOMO, Ha: -0.275
Energy relative to the best compared isomer or geometry (same formula, charge and spin), eV: 3.828
Lowest unoccupied orbital energy, eV: 0.4
Orbital gap, eV: 7.90
Multiplicity: 1

CARTESIAN COORDINATES (ANGSTROEM)
C1 -0.48 0.35 -2.73
C2 0.08 -0.66 -1.76
C3 -0.41 -1.85 -1.32
C4 0.14 -2.40 -0.04
C5 0.78 -1.64 0.88
H1 0.11 1.23 -2.49
H2 -0.28 0.09 -3.76
H3 -1.54 0.65 -2.66
H4 1.02 -0.43 -1.26
H5 -1.27 -2.33 -1.75
H6 -0.02 -3.48 0.11
H7 0.41 -1.74 1.91
H8 1.66 -1.06 0.65
H9 1.16 3.30 2.15
H10 1.37 3.30 0.69
O1 0.64 3.33 1.33
H11 -0.34 1.76 2.16
H12 -1.32 1.48 3.31
O2 -0.82 1.04 2.59